Entry i
Computed, not measured: a gas-phase ion, C4H11N3 (charge +1), with wB97M-V/def2-TZVPD.

Output
2S+1   2
HOMO-LUMO gap (spin up / spin down)   12.2 / 7.2 eV
Net charge   +1

Cartesian coordinates (Å):
C1 2.042 -0.706 0.881
C2 1.716 0.586 0.165
C3 0.464 0.337 -0.710
N1 -0.639 -0.317 -0.009
C4 -2.092 -0.314 -0.211
N2 -2.417 0.166 -1.413
N3 -2.781 -0.472 0.868
H1 1.558 -1.011 1.749
H2 1.765 -1.549 0.148
H3 3.153 -0.631 0.879
H4 1.379 1.239 0.830
H5 2.544 1.131 -0.359
H6 0.883 -0.163 -1.567
H7 0.096 1.250 -0.934
H8 -0.425 -0.075 0.980
H9 -3.374 0.420 -1.272
H10 -1.776 0.956 -1.663
H11 -2.098 -0.849 1.639



Entry ii
Computed, not measured: a gas-phase ion, C4H11N3 (charge +1), with wB97M-V/def2-TZVPD.

Output
2S+1   2
HOMO-LUMO gap (spin up / spin down)   12.0 / 7.3 eV
Net charge   +1

Cartesian coordinates (Å):
C1 -1.377 -0.237 -1.278
C2 -1.535 0.874 -0.247
C3 -0.592 0.770 1.007
N1 0.819 0.772 0.683
C4 1.539 -0.291 0.224
N2 1.148 -1.567 0.480
N3 2.717 0.030 -0.253
H1 -1.955 -1.083 -0.906
H2 -1.708 0.157 -2.234
H3 -0.361 -0.573 -1.506
H4 -1.239 1.838 -0.668
H5 -2.545 0.977 0.141
H6 -0.743 -0.116 1.620
H7 -0.810 1.703 1.520
H8 1.432 1.572 0.655
H9 0.267 -1.880 0.838
H10 1.885 -2.212 0.747
H11 3.057 -0.736 -0.824



Which is most stable, and by how much? entry ii, by 2.234 eV.



Entry i
Computed, not measured: C17H24N2O3S in the gas phase, with wB97M-V/def2-TZVPD.

Output
SMILES   Cc1ccc(S(=O)(=O)N2CCC(C(=O)NCC3CC3)CC2)cc1
HOMO-LUMO gap   9.8 eV

Cartesian coordinates (Å):
C1 3.386 -6.314 2.078
C2 2.355 -5.232 1.995
C3 1.446 -5.194 0.944
C4 0.479 -4.204 0.883
C5 0.424 -3.248 1.877
C6 1.316 -3.267 2.932
C7 2.279 -4.258 2.989
H1 2.979 -4.283 3.811
H2 1.236 -2.509 3.694
S1 -0.802 -1.948 1.825
O1 -1.643 -2.161 0.678
O2 -1.420 -1.833 3.113
N1 0.216 -0.623 1.635
C8 0.700 -0.455 0.284
C9 -0.297 0.287 -0.609
H3 0.136 0.427 -1.601
H4 -1.197 -0.322 -0.701
C10 -0.661 1.632 0.032
C11 -1.682 2.367 -0.836
O3 -2.854 2.471 -0.552
N2 -1.155 2.872 -1.976
H5 -0.161 2.818 -2.135
C12 -1.930 3.639 -2.928
C13 -1.445 5.068 -3.004
C14 -1.645 5.856 -4.263
C15 -0.270 5.403 -3.875
H6 0.180 4.608 -4.452
H7 0.438 6.142 -3.531
H8 -2.125 5.365 -5.095
H9 -1.885 6.904 -4.180
H10 -1.533 5.600 -2.065
H11 -1.865 3.168 -3.915
H12 -2.965 3.599 -2.580
C16 -1.226 1.373 1.428
C17 -0.209 0.607 2.271
H13 0.685 1.218 2.444
H14 -0.641 0.325 3.231
H15 -2.139 0.783 1.336
H16 -1.479 2.317 1.913
H17 0.243 2.250 0.111
H18 1.647 0.096 0.335
H19 0.898 -1.453 -0.112
H20 -0.241 -4.161 0.080
H21 1.493 -5.945 0.170
H22 3.046 -7.096 2.758
H23 3.559 -6.764 1.104
H24 4.326 -5.925 2.462



Entry ii
Computed, not measured: C17H24N2O3S in the gas phase, with wB97M-V/def2-TZVPD.

Output
SMILES   CSc1nccc(CO[C@]23CC[C@](CCCC(=O)O)(CC2)C3)n1
HOMO-LUMO gap   9.0 eV

Cartesian coordinates (Å):
O1 -0.799 -2.076 6.617
N1 -0.583 -0.356 -6.346
N2 1.169 0.202 -4.900
O2 -2.357 -0.818 7.734
O3 0.754 -1.517 -1.564
S1 1.560 0.742 -7.592
C1 -1.801 -1.424 6.662
C2 0.571 0.142 -6.138
C3 -1.254 -0.977 -5.262
C4 0.545 -0.401 -3.846
C5 -0.666 -0.977 -3.998
C6 0.336 1.023 -8.978
C7 1.152 -0.348 -2.480
C8 -2.561 -1.315 5.413
C9 -1.858 -0.757 4.122
C10 1.376 -0.717 0.777
C11 -0.922 -0.267 -0.238
C12 -1.206 -1.978 3.294
C13 0.771 -0.734 2.158
C14 -1.626 -0.507 1.121
C15 -0.168 -2.386 0.704
C16 0.291 -1.279 -0.187
C17 -0.639 -1.430 1.881
H1 -1.859 -0.934 8.595
H2 -2.163 -1.438 -5.536
H3 -1.232 -1.504 -3.100
H4 0.743 0.817 -9.944
H5 0.063 2.097 -9.033
H6 -0.610 0.412 -8.884
H7 2.212 -0.487 -2.604
H8 0.896 0.583 -1.919
H9 -3.482 -0.686 5.655
H10 -2.982 -2.327 5.088
H11 -2.634 -0.235 3.563
H12 -1.112 -0.052 4.319
H13 1.628 0.270 0.578
H14 2.260 -1.281 0.676
H15 -1.562 -0.634 -1.064
H16 -0.757 0.749 -0.558
H17 -0.260 -2.341 3.762
H18 -2.121 -2.564 3.231
H19 1.419 -1.159 2.913
H20 0.613 0.310 2.438
H21 -1.844 0.430 1.793
H22 -2.543 -1.015 1.049
H23 0.700 -2.926 1.070
H24 -0.915 -3.012 0.313



Which is most stable, and by how much? entry i, by 2.499 eV.



Entry i
Computed, not measured: a gas-phase ion, C4H14N2O (charge +2), with wB97M-V/def2-TZVPD.

Output
SMILES   [NH3+]CC[C@H]([NH3+])CO
HOMO-LUMO gap   11.7 eV
Net charge   +2

Cartesian coordinates (Å):
C1 1.383 -0.894 -0.859
O1 1.482 -2.242 -1.315
C2 -0.048 -0.817 -0.318
C3 -0.459 0.281 0.667
C4 -0.165 1.654 0.007
N1 -1.013 2.736 0.728
N2 -0.349 -2.195 0.300
H1 2.053 -0.872 0.012
H2 1.630 -0.150 -1.608
H3 2.179 -2.315 -1.969
H4 -0.748 -0.778 -1.155
H5 0.038 0.140 1.625
H6 -1.529 0.235 0.890
H7 -0.430 1.720 -1.041
H8 0.845 1.954 0.263
H9 -1.834 2.999 0.171
H10 -0.534 3.641 0.667
H11 -1.250 2.427 1.672
H12 -1.332 -2.349 0.096
H13 0.259 -2.897 -0.137
H14 -0.177 -2.278 1.306



Entry ii
Computed, not measured: a molecular structure, C4H14N2O, with wB97M-V/def2-TZVPD.

Output
HOMO-LUMO gap   9.7 eV
Net charge   +2

Cartesian coordinates (Å):
C1 -1.383 1.220 -0.407
C2 -0.746 1.342 1.034
C3 0.672 0.841 1.194
C4 1.806 -1.198 1.650
N1 1.089 -0.575 0.755
N2 -1.565 -0.143 -0.848
H1 -0.789 1.797 -1.120
H2 -2.338 1.728 -0.298
H3 -1.463 0.655 1.569
H4 -0.860 2.400 1.354
H5 0.757 0.810 2.278
H6 1.311 1.583 0.659
H7 2.251 -0.633 2.487
H8 2.091 -2.254 1.447
H9 1.508 -0.652 -0.259
H10 -1.831 -0.769 -0.082
H11 -2.409 -0.117 -1.462
H12 -0.351 -1.053 -1.393
H13 0.011 -1.864 -3.060
H14 0.874 -0.655 -3.043
O1 0.350 -1.189 -2.427



Which is most stable, and by how much? entry i, by 3.353 eV.



Entry i
Computed, not measured: a gas-phase ion, C8H7N2O (charge +1), with wB97M-V/def2-TZVPD.

Output
SMILES   Cc1c#[n+]c(C)c2ocnc12
HOMO-LUMO gap   7.6 eV
Net charge   +1

Cartesian coordinates (Å):
C1 -0.410 -1.753 -0.100
C2 -0.233 2.433 0.176
C3 -1.475 -0.774 -0.013
C4 -0.717 0.359 -0.019
C5 0.697 0.530 0.088
C6 1.524 -0.619 -0.013
C7 -2.945 -0.817 -0.119
C8 2.997 -0.571 -0.080
N1 -1.273 1.648 0.083
N2 0.806 -1.738 -0.120
O1 1.041 1.804 0.147
H1 0.014 3.525 0.374
H2 -3.328 -0.106 0.651
H3 -3.462 -1.773 0.140
H4 -3.309 -0.416 -1.046
H5 3.375 0.529 -0.190
H6 3.329 -1.291 -0.797
H7 3.369 -0.971 0.836



Entry ii
Computed, not measured: 2 unconnected molecules or ions with the total composition C8H7N2O, with wB97M-V/def2-TZVPD.

Output
HOMO-LUMO gap (spin up / spin down)   5.9 / 5.9 eV
Net charge   +1

Cartesian coordinates (Å):
C1 -0.964 -0.537 1.655
C2 1.259 0.388 -1.649
C3 -1.353 -0.304 0.465
C4 -0.261 -0.049 -0.284
C5 0.977 -0.018 0.414
C6 1.083 -0.224 1.795
C7 -2.411 0.641 -2.435
C8 2.421 -0.380 2.454
N1 -0.006 0.163 -1.577
N2 -0.042 -0.537 2.487
O1 1.897 0.352 -0.497
H1 1.739 0.844 -2.551
H2 -2.268 1.472 -2.976
H3 -2.469 0.479 -1.365
H4 -2.273 -0.358 -2.872
H5 3.077 -0.947 1.788
H6 2.226 -1.118 3.318
H7 3.004 0.474 2.784



Which is most stable, and by how much? entry i, by 4.269 eV.



Entry i
Computed, not measured: 2 unconnected molecules or ions with the total composition CHNO, with wB97M-V/def2-TZVPD.

Output
HOMO-LUMO gap (spin up / spin down)   10.1 / 10.1 eV

Cartesian coordinates (Å):
C1 1.793 -2.447 0.253
N1 0.495 0.478 -0.013
O1 2.900 -2.641 0.164
H1 0.262 -0.216 0.768



Entry ii
Computed, not measured: CHNO in the gas phase, with wB97M-V/def2-TZVPD.

Output
SMILES   N=C=O
HOMO-LUMO gap   11.9 eV

Cartesian coordinates (Å):
C1 -1.676 -0.242 -0.021
N1 -0.467 -0.566 0.027
O1 -2.815 0.095 0.003
H1 0.185 0.089 -0.130



Entry iii
Computed, not measured: CHNO in the gas phase, with wB97M-V/def2-TZVPD.

Output
SMILES   N#CO
HOMO-LUMO gap   11.2 eV

Cartesian coordinates (Å):
C1 0.130 0.448 -0.011
H1 -0.082 -1.387 0.226
N1 0.582 1.539 -0.110
O1 -0.629 -0.600 -0.105



Which is most stable, and by how much? entry ii, by 1.048 eV.